This record from the OMol25 dataset describes a molecular structure, C26H39BrN5O3Ti. The level of theory is the ωB97M-V functional and the def2-TZVPD basis.

Computed properties:
Total charge: +1
HOMO energy (spin up / spin down): -7.089 / -10.033 eV
Spin multiplicity: 3

Last column: Mulliken charge in e.
Geometry (Å):
Ti: 0.732 -0.158 1.093  -1.241
C: 1.101 -2.073 2.167  0.670
C: 2.200 -1.839 1.287  0.959
C: 2.824 -0.628 1.690  1.064
C: 2.152 -0.142 2.855  0.384
C: 1.087 -1.032 3.151  1.102
C: 0.229 -1.056 4.386  -1.847
C: 2.652 0.974 3.721  -1.519
C: 4.020 0.024 1.057  -1.836
C: 2.667 -2.757 0.197  -1.800
C: 0.338 -3.361 2.302  -1.757
H: 0.542 -1.877 5.038  0.358
H: -0.826 -1.210 4.146  0.246
H: 0.323 -0.133 4.958  0.395
H: 3.387 0.581 4.427  0.370
H: 1.852 1.437 4.298  0.415
H: 3.140 1.751 3.131  0.299
H: 4.199 -0.373 0.058  0.307
H: 4.918 -0.149 1.655  0.361
H: 3.882 1.103 0.965  0.341
H: 3.528 -3.334 0.541  0.367
H: 2.971 -2.207 -0.695  0.342
H: 1.888 -3.466 -0.086  0.326
H: 0.923 -4.059 2.907  0.379
H: 0.156 -3.843 1.340  0.369
H: -0.614 -3.208 2.814  0.368
N: 0.869 2.644 0.772  0.005
C: 0.754 3.865 1.325  -0.432
C: 0.103 3.721 2.532  -1.312
C: -0.150 2.351 2.641  -0.552
N: 0.313 1.708 1.564  1.244
H: 1.309 2.352 -0.168  0.056
H: 1.139 4.749 0.847  0.539
H: -0.140 4.491 3.243  0.488
H: -0.633 1.823 3.447  0.563
C: -2.338 2.137 -3.710  -1.399
C: -1.686 2.264 -2.359  0.495
N: -1.014 3.398 -2.153  -0.242
O: -1.824 1.400 -1.480  -0.302
H: -2.729 3.098 -4.040  0.449
H: -3.137 1.402 -3.680  0.289
H: -1.591 1.800 -4.429  0.264
H: -0.773 3.992 -2.927  0.226
H: -0.440 3.471 -1.331  0.175
Br: -0.246 -2.128 -7.004  -0.185
C: 0.274 -1.275 -5.387  -0.050
C: 0.293 -2.009 -4.208  -0.833
C: 0.653 -1.386 -3.032  0.052
C: 0.987 -0.021 -3.005  0.495
C: 1.010 0.680 -4.216  -0.981
C: 0.650 0.061 -5.399  -0.397
C: 1.220 0.645 -1.724  0.025
O: 1.627 1.839 -1.636  -0.916
O: 0.894 -0.018 -0.659  0.346
H: 0.045 -3.062 -4.223  0.490
H: 0.717 -1.955 -2.114  0.332
H: 1.318 1.718 -4.210  0.498
H: 0.661 0.599 -6.336  0.472
N: -4.045 -1.000 -0.248  -0.015
C: -3.728 0.233 0.548  -0.771
C: -2.595 -0.081 1.524  -0.615
N: -1.417 -0.552 0.801  1.118
C: -1.730 -1.774 0.062  -0.518
C: -2.829 -1.518 -0.966  -0.567
H: -4.787 -0.797 -0.917  0.375
H: -4.383 -1.727 0.387  0.401
H: -4.628 0.573 1.059  0.575
H: -3.382 0.990 -0.152  0.127
H: -2.908 -0.846 2.242  0.364
H: -2.348 0.828 2.070  0.309
H: -1.157 0.172 0.110  -0.036
H: -2.042 -2.551 0.766  0.467
H: -0.834 -2.107 -0.461  -0.086
H: -3.095 -2.421 -1.514  0.476
H: -2.493 -0.741 -1.654  0.076

***

This record from the OMol25 dataset describes a molecular structure, C26H39GeN3RhSb. The level of theory is the ωB97M-V functional and the def2-TZVPD basis.

Computed properties:
Total charge: +2
HOMO energy (spin up / spin down): -13.630 / -14.291 eV
Spin multiplicity: 5

Last column: Mulliken charge in e.
Geometry (Å):
Rh: 0.610 -1.418 0.718  0.261
N: -0.021 -2.495 2.744  -0.388
C: 0.276 -1.750 3.970  -0.766
C: -0.030 -0.273 3.729  -0.761
N: 0.736 0.250 2.593  0.098
C: 2.132 0.611 2.870  -0.396
C: 3.122 -0.490 2.476  -0.649
N: 2.926 -0.869 1.077  -0.482
H: -1.019 -2.691 2.696  0.215
H: 0.464 -3.390 2.735  0.249
H: 1.324 -1.886 4.232  0.286
H: -0.322 -2.109 4.814  0.442
H: 0.165 0.298 4.643  0.427
H: -1.091 -0.175 3.489  0.384
H: 0.261 1.100 2.290  0.027
H: 2.275 0.854 3.928  0.336
H: 2.378 1.503 2.287  0.127
H: 2.986 -1.383 3.086  0.323
H: 4.137 -0.113 2.653  0.466
H: 3.548 -1.635 0.827  0.312
H: 3.150 -0.077 0.473  0.072
C: -0.949 -2.389 -2.604  -1.059
Ge: -0.473 -3.710 -1.201  0.660
C: -1.983 -3.942 0.082  -0.891
C: -0.064 -5.530 -1.933  -1.154
C: 1.309 -3.170 -0.410  -1.262
H: -1.576 -2.875 -3.346  0.478
H: -0.062 -2.013 -3.108  0.331
H: -1.505 -1.543 -2.201  0.224
H: -2.916 -3.898 -0.472  0.403
H: -2.025 -3.186 0.859  -0.020
H: -1.921 -4.920 0.550  0.428
H: -0.986 -5.903 -2.371  0.383
H: 0.249 -6.206 -1.140  0.382
H: 0.709 -5.492 -2.693  0.387
H: 1.998 -2.892 -1.210  0.538
H: 1.731 -3.976 0.187  0.561
C: -0.386 2.489 -5.323  -0.580
C: -1.516 2.266 -4.555  -0.689
C: -1.399 1.728 -3.283  -0.419
C: -0.137 1.460 -2.784  0.948
C: 0.999 1.662 -3.547  -0.707
C: 0.870 2.190 -4.821  -0.596
Sb: 0.075 0.866 -0.713  1.527
C: -1.925 1.096 -0.009  0.409
C: -2.488 -0.035 0.563  -0.324
C: -3.826 -0.050 0.909  -0.799
C: -4.602 1.078 0.680  -0.737
C: -4.034 2.217 0.132  -0.751
C: -2.694 2.229 -0.220  -0.181
C: 1.149 2.568 0.054  0.910
C: 2.470 2.735 -0.338  -0.765
C: 3.179 3.850 0.070  -0.798
C: 2.570 4.791 0.885  -0.606
C: 1.255 4.619 1.287  -0.871
C: 0.542 3.500 0.883  0.064
H: -0.487 2.885 -6.320  0.418
H: -2.498 2.508 -4.934  0.436
H: -2.285 1.547 -2.689  0.494
H: 1.982 1.429 -3.161  0.286
H: 1.752 2.364 -5.417  0.432
H: -1.850 -0.919 0.703  -0.095
H: -4.272 -0.934 1.337  0.475
H: -5.653 1.065 0.915  0.433
H: -4.639 3.096 -0.033  0.456
H: -2.255 3.106 -0.674  0.589
H: 2.943 2.001 -0.978  0.256
H: 4.200 3.984 -0.253  0.458
H: 3.126 5.657 1.206  0.443
H: 0.780 5.359 1.911  0.468
H: -0.487 3.377 1.195  0.444

***

This record from the OMol25 dataset describes C26H39N3O7 in the gas phase. The level of theory is the ωB97M-V functional and the def2-TZVPD basis.

Computed properties:
Total charge: 0
HOMO energy: -9.073 eV
SMILES string: CC(C)(C)OC(=O)N[C@@H](COCc1ccccc1)C(=O)N[C@@H](CO)[C@H](O)[C@@H]1C[C@@H]1C(=O)N1CCCC1

Last column: Mulliken charge in e.
Geometry (Å):
C: -0.267 -3.761 -1.264  -1.619
H: 0.094 -4.769 -1.448  0.521
H: 0.477 -3.220 -0.686  0.201
H: -1.190 -3.814 -0.691  0.368
C: -0.517 -3.051 -2.594  1.859
C: -1.561 -3.808 -3.416  -1.816
H: -2.490 -3.886 -2.858  0.411
H: -1.200 -4.805 -3.648  0.423
H: -1.759 -3.277 -4.344  0.364
C: 0.779 -2.895 -3.389  -1.442
H: 1.515 -2.344 -2.811  0.195
H: 1.180 -3.875 -3.630  0.502
H: 0.585 -2.354 -4.312  0.297
O: -1.126 -1.755 -2.368  -0.536
C: -0.483 -0.811 -1.672  0.160
O: 0.612 -0.915 -1.157  -0.533
N: -1.234 0.305 -1.612  0.206
H: -2.128 0.326 -2.079  0.549
C: -0.774 1.531 -0.998  0.521
C: -0.278 1.183 0.416  -0.312
O: -1.033 0.712 1.243  -0.711
N: 1.017 1.451 0.636  0.091
H: 1.597 1.708 -0.154  0.525
C: 1.772 0.821 1.701  1.089
C: 3.138 0.379 1.124  -0.726
O: 3.113 0.204 -0.269  -0.579
H: 2.382 -0.388 -0.508  0.485
H: 3.464 -0.535 1.636  0.268
H: 3.882 1.157 1.315  0.395
C: 1.973 1.785 2.904  -1.060
C: 0.653 1.985 3.642  0.037
C: 0.587 1.962 5.130  -0.880
C: -0.065 0.849 4.350  0.161
C: 0.527 -0.517 4.384  0.057
O: 1.696 -0.730 4.712  -0.837
N: -0.277 -1.536 4.044  0.159
C: -1.630 -1.453 3.513  -0.093
C: -1.966 -2.889 3.101  -0.788
H: -2.451 -3.418 3.923  0.346
C: -0.596 -3.503 2.826  -0.067
C: 0.252 -2.884 3.929  -0.730
H: 0.120 -3.418 4.877  0.303
H: 1.319 -2.840 3.704  0.364
H: -0.232 -3.181 1.850  -0.218
H: -0.601 -4.591 2.862  0.445
H: -2.624 -2.916 2.235  0.354
H: -1.650 -0.781 2.652  -0.060
H: -2.323 -1.082 4.274  0.359
H: -1.142 0.871 4.272  0.440
H: -0.050 2.666 5.641  0.306
H: 1.498 1.717 5.657  0.254
H: -0.005 2.670 3.121  0.509
O: 3.026 1.377 3.722  -0.694
H: 2.744 0.559 4.189  0.495
H: 2.283 2.758 2.496  0.585
H: 1.200 -0.053 2.033  -0.437
H: 0.046 1.957 -1.591  -0.044
C: -1.959 2.505 -0.928  -1.057
O: -2.679 2.615 -2.127  -0.381
C: -2.003 3.265 -3.193  -1.019
C: -1.084 2.345 -3.962  0.824
C: -1.603 1.193 -4.541  -0.352
C: -0.776 0.306 -5.205  -0.450
C: 0.581 0.564 -5.301  -0.501
C: 1.104 1.716 -4.740  -0.629
C: 0.275 2.603 -4.074  -0.451
H: 0.689 3.502 -3.638  0.391
H: 2.161 1.922 -4.815  0.403
H: 1.232 -0.127 -5.816  0.431
H: -1.193 -0.586 -5.648  0.414
H: -2.663 0.995 -4.461  0.430
H: -2.802 3.620 -3.853  0.399
H: -1.448 4.134 -2.814  0.371
H: -1.590 3.488 -0.600  0.416
H: -2.675 2.128 -0.193  0.337

***

no.,E_tot (eV),largest force on an atom (eV/Å)
1,-134342.0056,4.80
2,-98109.3374,1.14
3,-46399.3055,0.71